The following is a DFT calculation (ωB97M-V with the def2-TZVPD basis set) of C4H6N2O4 in the gas phase at a distorted geometry.

As for the largest force on an atom: 0.122 hartree/bohr. Its HOMO energy is -10.17 eV. The net charge is 0. Its lowest unoccupied orbital energy is 0.48 eV.

XYZ file:
```
16
Properties=species:S:1:pos:R:3:nbo_charge:R:1
C 0.84 1.17 0.61 0.797
C -0.45 -0.80 0.52 0.241
C -1.26 0.32 1.04 -0.245
C 1.15 -0.62 -1.16 0.862
N -0.36 1.36 1.14 -0.606
N 0.95 -0.19 0.06 -0.503
O 1.77 1.90 0.61 -0.566
O -1.31 -1.47 -0.44 -0.713
O 1.52 0.36 -1.98 -0.654
O 1.19 -1.80 -1.53 -0.641
H -0.15 -1.41 1.34 0.183
H -1.68 0.22 2.13 0.199
H -2.25 0.34 0.39 0.223
H -0.47 2.26 1.45 0.418
H 1.27 -0.07 -2.86 0.503
H -0.76 -1.55 -1.32 0.501
```